59
Properties=species:S:1:pos:R:3:mulliken_charge:R:1 method="wB97M-V/def2-TZVPD" charge=+1 orbital_gap_ev=6.744 relative_energy_kcal_mol=1.82 e_homo_ev=-10.6
Pt 0.28130 -0.81799 0.67646 0.851
C 0.33782 -6.67294 1.42621 -0.994
C 1.67854 -5.96191 1.32255 -0.454
N 1.66502 -4.83698 0.38824 -0.168
C 1.11149 -3.65585 0.64595 0.571
S 1.18434 -2.45495 -0.63940 -0.644
N 0.55272 -3.47481 1.82773 -0.830
N 0.09947 -2.21045 2.01689 0.626
C -0.49108 -1.89573 3.12621 1.171
C -0.78031 -2.89468 4.19064 -1.441
C -0.80710 -0.46313 3.27385 0.075
C -1.27257 0.10286 4.44666 -0.751
C -1.48550 1.47375 4.49530 -0.441
C -1.23202 2.24364 3.37358 -0.900
C -0.76776 1.61610 2.23009 0.087
N -0.56532 0.30214 2.18453 -0.252
H 0.43796 -7.55627 2.05645 0.347
H -0.00989 -6.99188 0.44355 0.299
H -0.41345 -6.01860 1.86460 0.249
H 2.44578 -6.64700 0.96575 0.414
H 1.99113 -5.58193 2.29515 0.268
H 2.06617 -4.96181 -0.52610 0.220
H -0.85607 -3.88500 3.75164 0.287
H -1.71110 -2.64901 4.69941 0.470
H 0.02034 -2.91881 4.93406 0.302
H -1.46128 -0.51885 5.30930 0.349
H -1.84567 1.93487 5.40475 0.443
H -1.38595 3.31268 3.37635 0.430
H -0.55423 2.16660 1.32296 0.422
C 3.53416 1.24964 1.59330 -1.056
O 2.35613 1.14656 0.79909 -0.140
C 2.18785 2.03225 -0.20786 0.212
C 3.02355 3.11241 -0.44540 -0.612
C 2.75430 3.95587 -1.51551 -0.454
Br 3.92522 5.39396 -1.84693 -0.165
C 1.65868 3.77095 -2.32877 -1.075
C 0.79609 2.69957 -2.08873 0.892
C 1.09487 1.82863 -1.05082 1.041
O 0.25950 0.69288 -0.86092 -1.181
C -0.37741 2.57061 -2.97469 0.171
N -0.49569 3.26201 -4.07003 -0.723
C -1.71622 2.89673 -4.61045 0.544
C -2.34112 3.33577 -5.77887 -0.692
C -3.57442 2.80190 -6.08146 -0.520
C -4.18522 1.84511 -5.25081 -0.445
C -3.58159 1.39912 -4.09354 -1.033
C -2.33932 1.95034 -3.79291 0.664
N -1.45257 1.73445 -2.75308 0.177
H 3.55411 2.19133 2.14445 0.376
H 4.42826 1.16032 0.97463 0.412
H 3.49077 0.41958 2.29213 0.234
H 3.88092 3.29937 0.18221 0.537
H 1.43485 4.43718 -3.14825 0.642
H 0.27488 0.18437 -1.68645 0.479
H -1.86504 4.07069 -6.41321 0.445
H -4.09023 3.12201 -6.97653 0.390
H -5.15036 1.44538 -5.53153 0.388
H -4.05088 0.65582 -3.46251 0.396
H -1.66684 1.25116 -1.89988 0.092